(1)
Below is 4 unconnected molecules or ions with the total composition C33H46BFN4O8PS in a non-equilibrium geometry, with properties calculated with ωB97M-V/def2-TZVPD.

The value obtained for the calculated total energy is -80804.0141 eV. The LUMO energy is -3.4 eV. As for the total charge: +1.

The geometry in XYZ format:
```
95
C33H46BFN4O8PS, DFT ωB97M-V/def2-TZVPD
C 0.2089 4.2973 -2.2080
C 0.7049 2.7064 -2.0944
C -0.5785 1.7033 -1.7144
C -0.2345 0.1203 -1.9626
C -0.4324 -0.8513 -0.6578
C -0.0040 -0.1918 0.7790
C 1.5085 0.5076 0.7757
C 1.2795 1.9956 1.5044
C 2.6423 2.9029 1.5756
C 3.9169 1.9196 1.2356
B 5.3499 2.6969 1.5619
O 5.5254 3.3694 2.8641
C 6.5043 2.7034 0.3517
C 7.8354 3.5880 0.7347
C 3.8132 0.4146 1.8752
P 4.1525 0.4438 3.7937
S 2.8329 1.4589 4.7985
N 2.4586 -0.2659 1.6689
C 2.6170 -1.7323 1.3040
C 3.3077 -2.0175 -0.1504
O 4.0241 -3.1703 -0.2671
F 3.2085 -1.1864 -1.3700
H 0.4130 4.6598 -3.3051
H -0.9262 4.3354 -1.8991
H 0.7993 4.9182 -1.3851
H 1.5389 2.7031 -1.2648
H 1.1698 2.4323 -3.1529
H -1.0326 1.9589 -0.6665
H -1.4202 1.9903 -2.5097
H -0.8787 -0.2775 -2.8689
H 0.8993 0.0354 -2.3267
H -1.6041 -1.0690 -0.5850
H 0.0520 -1.9240 -0.8588
H -0.8144 0.6273 1.0536
H -0.0861 -1.0284 1.6252
H 1.9127 0.7384 -0.2968
H 0.9582 1.7365 2.6161
H 0.3653 2.5087 0.9845
H 2.6954 3.3856 2.6490
H 2.6331 3.7788 0.7855
H 3.9069 1.7763 0.0503
H 5.6643 4.3629 2.6755
H 6.0055 3.1256 -0.6469
H 6.7745 1.5718 0.1303
H 8.7191 3.2690 -0.0010
H 8.2316 3.3708 1.8364
H 7.6350 4.7353 0.5466
H 4.7186 -0.2057 1.4300
H 4.2613 -0.9156 4.3407
H 5.4529 1.0598 4.0915
H 2.0068 -0.2642 2.6335
H 3.3593 -2.1868 2.1214
H 1.6359 -2.3653 1.3800
C -0.3642 6.8948 6.4895
C -1.4847 7.0210 5.6668
C -1.7769 6.0318 4.7257
C -0.9390 4.9131 4.6197
C 0.1908 4.7876 5.4391
C 0.4743 5.7847 6.3745
N -1.2550 3.8576 3.6500
O -2.2525 4.0144 2.9302
O -0.5092 2.8686 3.6094
H -0.1436 7.6659 7.2256
H -2.1326 7.8897 5.7613
H -2.6538 6.1449 4.0920
H 0.8523 3.9271 5.3640
H 1.3473 5.6950 7.0173
C -5.5133 -5.2988 -1.2264
C -4.6534 -4.3278 -1.7422
C -3.7874 -3.6372 -0.8922
C -3.7876 -3.9315 0.4783
C -4.6553 -4.9004 0.9999
C -5.5188 -5.5824 0.1404
N -2.8617 -3.2271 1.3732
O -2.1232 -2.3635 0.8765
O -2.8683 -3.5388 2.5727
H -6.1828 -5.8386 -1.8939
H -4.6560 -4.1113 -2.8083
H -3.1234 -2.8835 -1.3097
H -4.6694 -5.1352 2.0622
H -6.1940 -6.3384 0.5352
C -3.7509 -6.3974 -8.5298
C -3.7439 -5.1528 -7.8982
C -4.3710 -4.9922 -6.6611
C -5.0009 -6.0910 -6.0606
C -5.0161 -7.3398 -6.6960
C -4.3881 -7.4874 -7.9344
N -5.6398 -5.9348 -4.7484
O -5.6215 -4.8097 -4.2274
O -6.1570 -6.9372 -4.2350
H -3.2558 -6.5191 -9.4917
H -3.2465 -4.3076 -8.3693
H -4.3566 -4.0157 -6.1818
H -5.5056 -8.1997 -6.2436
H -4.3918 -8.4535 -8.4342
```

=====

(2)
Below is a single CH3N3S molecule in a non-equilibrium geometry, with properties calculated with ωB97M-V/def2-TZVPD.

The value obtained for the calculated total energy is -16387.8789 eV. The LUMO energy is -0.5 eV. As for the energy above the lowest of the compared OMol25 structures with the same formula, charge and spin: 1.400 eV. As for the total charge: 0. As for the structure (SMILES): N/N=N/C=S.

The geometry in XYZ format:
```
8
CH3N3S, DFT ωB97M-V/def2-TZVPD
N -0.4245 0.2240 -0.9579
N -0.1365 0.1248 0.3000
N 0.2881 -0.9512 0.7917
C 1.0893 -1.2099 1.8382
S 1.0548 -2.4052 2.9447
H -0.2072 -0.2750 -1.8592
H -0.6597 1.1887 -1.1958
H 1.8985 -0.3776 1.8718
```

=====

(3)
Below is a molecular structure, C45H46BrClN2O2PRuTe, with properties calculated with ωB97M-V/def2-TZVPD.

The value obtained for the calculated total energy is -156203.3067 eV. Its spin multiplicity is 2. The LUMO energy (alpha / beta) is -5.2 / -6.8 eV. As for the energy above the lowest of the compared OMol25 structures with the same formula, charge and spin: 1.240 eV. As for the total charge: +2.

The geometry in XYZ format:
```
100
C45H46BrClN2O2PRuTe, DFT ωB97M-V/def2-TZVPD
Ru -1.1803 -0.1662 -0.5699
Cl -3.4724 -0.2172 -1.3489
C -3.4693 0.7592 -2.8461
C -4.4916 0.5180 -3.7341
C -4.5066 1.2495 -4.9186
C -3.5161 2.1807 -5.1835
C -2.5027 2.4067 -4.2603
C -2.4666 1.7009 -3.0610
P -1.2159 1.9437 -1.7793
C 0.2585 2.6582 -2.5272
C 0.7259 3.9084 -2.1283
C 1.8947 4.4168 -2.6800
C 2.5946 3.6861 -3.6303
C 2.1263 2.4414 -4.0363
C 0.9658 1.9256 -3.4829
C -1.9126 3.1877 -0.6619
C -1.3436 3.3284 0.6061
C -1.8230 4.2995 1.4708
C -2.8891 5.1069 1.0918
C -3.4704 4.9532 -0.1579
C -2.9788 4.0014 -1.0401
H -5.2497 -0.2244 -3.5253
H -5.2957 1.0748 -5.6376
H -3.5311 2.7369 -6.1108
H -1.7303 3.1369 -4.4689
H 0.1853 4.4884 -1.3909
H 2.2498 5.3913 -2.3718
H 3.4988 4.0902 -4.0662
H 2.6612 1.8780 -4.7898
H 0.6101 0.9577 -3.8120
H -0.5286 2.6828 0.9133
H -1.3646 4.4295 2.4432
H -3.2654 5.8609 1.7710
H -4.3000 5.5822 -0.4523
H -3.4232 3.9000 -2.0221
Br -0.8257 -1.2182 -2.9408
C -0.8034 -3.0322 -2.3128
C -0.8818 -4.0731 -3.1842
C -0.7624 -5.3774 -2.6644
C -0.5151 -5.5705 -1.3339
C -0.3994 -4.4769 -0.4425
C -0.0330 -4.6426 0.9167
C 0.1711 -3.5489 1.7081
C -0.0601 -2.2470 1.2115
C -0.5289 -2.0364 -0.0625
C -0.6032 -3.1618 -0.9315
H -1.0187 -3.9107 -4.2453
H -0.8391 -6.2197 -3.3383
H -0.3845 -6.5715 -0.9417
H 0.1272 -5.6443 1.2961
H 0.5125 -3.6596 2.7301
H 0.1208 -1.4170 1.8844
C 3.0200 2.0410 0.2452
N 2.8624 0.8581 -0.5966
C 4.0195 0.4641 -1.3887
C 1.7426 0.1805 -0.6433
O 0.7241 0.4751 0.0395
H 3.3604 2.8706 -0.3751
H 3.7538 1.8379 1.0247
H 2.0698 2.2887 0.7052
H 4.8535 0.2083 -0.7351
H 4.3158 1.2955 -2.0287
H 3.7707 -0.3946 -2.0090
H 1.7258 -0.6656 -1.3332
O -1.7371 0.2437 1.3544
C -2.2613 -0.3539 2.3160
C -3.2675 -1.4400 2.1592
C -4.6061 -0.6436 2.0529
C -4.8579 0.4869 3.0737
C -3.9637 1.7429 2.9631
C -2.5947 1.5936 3.6482
N -2.1750 0.1802 3.5467
H -3.2800 -2.0853 3.0384
H -3.0947 -2.0476 1.2724
H -5.4143 -1.3711 2.1308
H -4.6703 -0.2120 1.0527
H -4.8309 0.0885 4.0943
H -5.8901 0.8030 2.9200
H -4.4841 2.5938 3.4037
H -3.8172 1.9859 1.9057
H -2.6442 1.8268 4.7095
H -1.8418 2.2306 3.1935
H -2.6198 -0.3937 4.2475
C 3.7245 -2.1112 1.4613
Te 3.0243 -0.8276 3.0267
C 4.3102 -1.9696 4.2953
C 5.2261 -2.7360 3.3746
C 6.3487 -3.3894 3.8780
C 7.1853 -4.1021 3.0367
C 6.9061 -4.1708 1.6773
C 5.7908 -3.5259 1.1715
C 4.9461 -2.8051 2.0129
H 3.9751 -1.5262 0.5768
H 2.9461 -2.8253 1.1897
H 3.7092 -2.6369 4.9102
H 4.8586 -1.2957 4.9494
H 6.5700 -3.3324 4.9372
H 8.0587 -4.5989 3.4380
H 7.5609 -4.7216 1.0152
H 5.5721 -3.5800 0.1106
```

=====

(4)
Below is a single C5H5OPS molecule in a non-equilibrium geometry, with properties calculated with ωB97M-V/def2-TZVPD.

The value obtained for the calculated total energy is -27433.0400 eV. The LUMO energy is 0.0 eV. As for the energy above the lowest of the compared OMol25 structures with the same formula, charge and spin: 1.395 eV. As for the total charge: 0. As for the structure (SMILES): C#Cc1cp(CO)s1.

The geometry in XYZ format:
```
13
C5H5OPS, DFT ωB97M-V/def2-TZVPD
C -3.3581 -1.0817 1.5901
C -2.3107 -0.9130 1.0034
C -1.2711 -0.7065 0.1975
C 0.0304 -1.0943 0.1869
P 0.6601 -0.3558 -1.3470
C 1.7736 1.2990 -0.8725
O 2.8294 1.4483 0.0250
S -1.3646 0.3040 -1.2693
H -4.1859 -1.4079 2.2095
H 0.5966 -1.8183 0.8601
H 2.0107 1.7263 -1.8359
H 1.0407 1.9167 -0.6184
H 3.5488 0.6831 -0.1296
```